A structure of composition C20H19F3N4O3S2 in a non-equilibrium geometry, computed with ωB97M-V/def2-TZVPD.

```
51
Properties=species:S:1:pos:R:3:forces:R:3:mulliken_charge:R:1
C 4.229253 -0.341005 2.785446 0.24 0.79 0.43 -0.97
C 4.221272 1.163349 3.147804 -0.30 -1.08 0.75 -0.26
O 2.924176 1.713342 2.949159 0.51 0.55 -0.30 -0.33
C 2.737125 2.257877 1.662240 0.11 -0.03 0.07 -1.60
C 2.184698 1.276691 0.635318 -0.11 -0.12 -0.42 0.73
C 1.287251 0.264883 0.891570 0.64 0.27 -0.14 0.46
N 0.792987 0.143685 2.247441 -1.08 0.57 -0.86 -0.49
C 0.042560 1.049400 2.570699 0.32 0.98 1.04 0.50
S -0.709193 2.348755 3.083767 0.29 -1.31 -0.46 -0.32
C 0.812608 -0.685180 -0.104360 0.63 0.01 -0.48 -0.16
C -0.144861 -1.759126 0.383552 -0.52 0.65 0.27 -1.26
C -1.393038 -1.988550 -0.495222 -0.36 -0.50 0.33 -0.48
C -2.632671 -2.243831 0.356827 0.01 0.10 0.13 -0.27
O -2.552175 -2.608617 1.499929 0.21 -0.36 0.15 -0.60
N -3.938180 -2.110556 -0.227565 0.63 0.56 0.25 -0.24
C -4.449032 -0.775911 -0.202304 -0.97 0.65 -0.09 0.82
C -5.832877 -0.626844 0.064123 0.98 0.59 -0.27 -0.60
C -6.390665 0.649609 0.121193 -0.13 -0.10 -0.11 -0.50
C -5.633264 1.812806 -0.080553 0.64 -0.77 -0.12 -0.51
C -4.266698 1.663755 -0.342621 -0.81 -0.54 0.25 -0.86
C -3.691676 0.383709 -0.393977 0.14 0.35 -0.04 0.05
C 1.282189 -0.573938 -1.408531 -0.23 0.14 0.85 -0.03
C 0.878480 -1.548374 -2.488222 0.86 0.48 -0.09 0.61
F 1.758156 -1.556550 -3.487800 0.61 -0.02 -0.41 -0.27
F -0.284118 -1.251065 -3.057066 -0.81 0.04 -0.07 -0.27
F 0.850983 -2.801437 -2.045463 -0.38 -0.66 0.39 -0.28
C 2.185290 0.491154 -1.739483 0.88 1.29 0.09 0.19
N 2.735769 0.816402 -2.919491 0.21 0.26 0.10 -0.57
S 3.692179 2.112218 -2.710214 -0.49 -0.40 0.64 0.11
N 3.493314 2.379233 -1.101367 -0.27 -0.81 -1.59 -0.71
C 2.646064 1.423407 -0.728160 -0.89 -0.79 1.47 1.63
H 4.346587 -0.490809 1.709943 0.00 -0.22 0.15 0.24
H 3.287621 -0.764030 3.147081 0.09 -0.01 -0.22 0.20
H 5.034076 -0.813967 3.360539 0.01 -0.10 -0.44 0.43
H 4.406937 1.231910 4.227499 -0.10 0.12 -0.19 0.33
H 5.017176 1.737315 2.657976 -0.25 -0.01 -0.20 0.28
H 3.691780 2.629653 1.268357 -0.16 -0.04 0.03 0.49
H 2.097853 3.142713 1.780282 -0.15 -0.28 -0.17 0.36
H -0.513419 -1.428086 1.360936 0.18 -0.19 -0.22 0.60
H 0.375651 -2.699448 0.589081 0.03 0.15 -0.22 0.34
H -1.598913 -1.191151 -1.207035 0.14 -0.21 0.02 0.70
H -1.248662 -2.923080 -1.050349 -0.29 0.28 -0.20 0.35
H -4.549194 -2.640559 0.384639 0.06 -0.24 -0.10 0.37
H -6.426468 -1.523382 0.217628 -0.09 0.20 0.00 0.34
H -7.458123 0.715719 0.308132 0.10 0.12 0.04 0.34
H -6.059192 2.807593 -0.043033 -0.16 -0.16 0.05 0.39
H -3.669085 2.557080 -0.484734 0.15 -0.21 -0.04 0.37
H -2.623353 0.338127 -0.572968 -0.14 -0.07 0.01 0.20
O 3.065960 -0.311767 -5.783170 0.10 0.01 0.06 -0.66
H 2.929793 -0.156188 -4.838190 -0.07 0.09 -0.06 0.49
H 3.132213 -1.267399 -5.859587 -0.01 -0.01 -0.05 0.32
```
Forces are in eV/Å.

Properties
**Energy relative to the best compared isomer or geometry (same formula, charge and spin)**: 0.0 kJ/mol
**Multiplicity**: 1
**Frontier orbital gap**: 0.27000 hartree
**Charge**: 0
**E_HOMO**: -8.7 eV
**Electronic energy**: -2314.2271 Eh

---

A cluster of 2 separate species, C6H15N2 in total in a non-equilibrium geometry, computed with ωB97M-V/def2-TZVPD.

```
23
Properties=species:S:1:pos:R:3:forces:R:3:mulliken_charge:R:1
C -1.086241 1.992556 -2.106675 -0.10 -0.72 -0.75 -0.30
C 0.072882 2.524083 -1.360807 0.84 -0.20 0.04 -0.28
C 1.065220 -0.416422 1.779537 -0.49 0.52 -0.36 -1.77
C -1.264075 -1.363464 1.402388 0.17 0.79 -0.29 -1.44
C 0.496209 -1.716895 -0.292231 -4.36 -0.22 -1.01 -0.64
C 0.021933 -0.831686 0.746890 -0.21 -0.51 1.53 2.00
N -0.982237 1.801159 -0.676364 0.02 0.95 -0.08 -0.22
N 1.738115 -2.020908 -0.494753 4.98 -0.70 -0.52 -0.32
H -1.823517 2.682248 -2.493804 -0.31 -0.08 0.29 0.28
H -0.965508 1.094742 -2.698526 0.19 -0.02 -0.02 0.26
H 1.018577 2.001729 -1.420337 -0.02 -0.14 -0.15 0.24
H 0.167048 3.591193 -1.219724 -0.14 0.02 0.40 0.29
H 1.906284 0.104330 1.325524 0.16 -0.03 0.00 0.43
H 0.611303 0.263122 2.495408 0.03 0.05 0.15 0.43
H 1.427109 -1.282292 2.329599 0.03 -0.18 0.00 0.43
H -1.683486 -0.602166 2.052536 -0.16 0.07 0.21 0.38
H -2.010094 -1.628686 0.659325 -0.03 -0.11 -0.10 0.38
H -1.037151 -2.238466 2.003067 0.17 -0.22 0.05 0.40
H -0.322604 0.100505 0.182645 -0.50 1.34 -0.03 -0.67
H -0.242354 -2.151710 -0.958742 0.14 0.01 0.11 0.42
H 2.465053 -1.660413 0.116962 -0.18 -0.30 -0.43 0.18
H 2.028685 -2.622671 -1.255549 -0.08 0.14 0.43 0.23
H -1.601150 2.380113 -0.116371 -0.13 -0.48 0.54 0.29
```
Forces are in eV/Å.

Properties
**Energy relative to the best compared isomer or geometry (same formula, charge and spin)**: 202.6 kJ/mol
**Multiplicity**: 3
**Frontier orbital gap (spin up / spin down)**: 0.22676 / 0.20849 hartree
**Charge**: +1
**E_HOMO (spin up / spin down)**: -8.9 / -14.3 eV
**Electronic energy**: -346.6680 Eh
**⟨S²⟩**: 2.01

---

An isolated molecule of C8H11Cl in a non-equilibrium geometry, computed with ωB97M-V/def2-TZVPD.

```
20
Properties=species:S:1:pos:R:3:forces:R:3:mulliken_charge:R:1
C 0.542056 0.212397 0.777007 1.55 0.16 -1.51 0.18
C -0.636856 0.481335 -0.077385 -1.86 -2.06 0.24 0.32
C 1.522127 -0.259106 0.043806 -0.56 0.25 1.12 0.04
C 2.318762 -0.712229 -0.854903 -0.28 -0.91 -0.04 -0.85
C -1.135679 -0.588774 -0.766668 0.45 2.95 1.13 0.87
C 0.649304 0.824432 2.147672 0.69 -1.32 -0.79 -1.29
C -1.375713 1.782939 0.028066 1.18 0.18 -0.76 -1.57
C -0.611619 -1.923159 -0.949638 1.11 -2.52 -2.95 -1.16
Cl -2.686038 -0.356491 -1.529930 -0.24 -0.28 -0.45 -0.24
H 2.296103 -1.715504 -1.216643 0.10 -0.83 0.19 0.31
H 2.906880 -0.081047 -1.423030 1.29 1.40 -0.95 0.28
H -0.152957 0.293023 2.720669 0.30 1.82 0.11 0.33
H 0.736815 1.857837 1.767881 -1.17 0.24 1.65 0.32
H 1.627651 0.628836 2.625224 -0.51 -0.22 -0.33 0.36
H -1.905807 1.947344 0.943921 -0.37 -0.13 0.58 0.32
H -2.011195 1.967745 -0.825852 -0.29 -0.17 0.01 0.49
H -0.603687 2.535823 -0.042745 0.22 0.62 0.20 0.37
H -0.362721 -2.057215 -2.157372 -0.74 0.23 2.91 0.23
H -1.487750 -2.581633 -0.738191 1.04 -0.14 -0.17 0.38
H 0.370325 -2.256552 -0.471890 -1.89 0.74 -0.18 0.31
```
Forces are in eV/Å.

Properties
**Energy relative to the best compared isomer or geometry (same formula, charge and spin)**: 70.0 kJ/mol
**Multiplicity**: 1
**SMILES**: C=C=C(C)/C(C)=C(\C)Cl
**Frontier orbital gap**: 0.33409 hartree
**Charge**: 0
**E_HOMO**: -8.3 eV
**Electronic energy**: -771.4959 Eh

---

A cluster of 14 separate species, C3H34NO15S in total in a non-equilibrium geometry, computed with ωB97M-V/def2-TZVPD.

```
54
Properties=species:S:1:pos:R:3:forces:R:3:mulliken_charge:R:1
O -1.292824 1.508350 -0.991285 0.28 -0.20 -0.30 -0.48
C -0.145111 1.010835 -0.980471 0.21 -0.14 0.14 -0.59
O 0.842254 1.382157 -0.304907 -0.02 0.09 -0.36 -0.67
C 0.176798 -0.236851 -1.849999 0.42 -0.91 0.74 -0.35
C -0.793811 -0.608607 -2.919472 -0.29 -0.11 -1.26 -1.05
S -0.718383 -2.297998 -3.545517 0.35 -0.76 0.71 -0.22
N 1.526470 -0.014779 -2.455910 -0.15 -0.01 -0.67 0.05
H 0.360374 2.507697 2.065173 0.16 0.80 0.60 0.42
H 0.346531 -1.126975 -1.208541 -0.45 0.58 0.29 0.47
H -1.829047 -0.394205 -2.719061 0.05 0.10 0.56 0.56
H -0.569627 -0.055339 -3.833734 -0.17 0.20 0.10 0.16
H -0.930990 -2.918995 -2.336635 0.03 0.25 -0.54 0.13
H 1.396542 0.794218 -3.105988 0.76 -0.14 0.45 0.42
H 2.260185 0.065849 -1.737745 0.00 0.67 0.16 0.27
H 1.842862 -0.822544 -3.000885 -0.52 -0.10 -0.10 0.42
H 3.409066 -2.361237 1.791662 0.08 -0.13 0.16 0.29
H 1.954601 -2.803112 1.495844 -0.03 0.17 -0.08 0.15
O 2.685180 -2.212036 1.175730 0.29 0.12 -0.16 -0.56
H -0.064052 -3.271604 1.421493 0.18 -0.14 0.33 0.33
H 0.358758 -2.556969 2.726334 -0.17 -0.11 0.08 0.38
O 0.499382 -3.379444 2.222998 -0.04 0.35 -0.28 -0.72
H 0.958247 2.926931 -4.471793 0.10 0.05 0.05 0.28
H -0.242322 2.020890 -4.160879 -0.12 0.03 0.06 0.28
O 0.726714 2.038791 -4.187463 -0.27 -0.04 -0.07 -0.63
H -0.493944 -0.255155 3.916112 -0.22 -0.12 -0.08 0.28
H 0.371525 -1.005141 4.980300 -0.14 0.03 0.07 0.27
O 0.325321 -0.755703 4.052572 0.37 -0.15 -0.09 -0.60
H -1.478713 1.800293 2.589751 -0.35 -0.06 -0.10 0.37
H -1.289217 3.273797 1.906740 -0.20 -0.58 -0.14 0.50
O -0.929867 2.602411 2.532759 0.62 0.62 0.13 -0.61
H 3.716639 -1.048843 -0.121815 -0.22 -0.16 -0.04 0.26
H 4.750762 -0.258618 -0.965223 0.18 0.03 0.01 0.26
O 3.812392 -0.389676 -0.825660 -0.16 0.01 -0.03 -0.55
H 2.367599 -0.261971 1.670755 -0.06 0.09 0.07 0.29
H 1.862438 -0.160827 3.103781 -0.18 0.29 -0.04 0.35
O 2.327908 0.358567 2.420519 0.14 -0.32 0.12 -0.56
H -2.054892 -1.732331 0.453637 -0.07 0.10 -0.05 0.02
H -3.162492 -0.734955 -0.031428 0.19 -0.09 -0.07 0.23
O -2.819139 -1.197893 0.747670 -0.19 0.13 0.28 -0.24
H -3.003663 0.293897 3.615829 0.12 0.44 0.87 0.30
H -2.620449 -0.115446 2.304370 0.98 -0.33 -0.80 0.27
O -2.212903 0.348536 3.067970 -0.99 -0.45 -0.17 -0.69
H -0.580026 -4.879845 -0.159986 0.33 -0.11 -0.26 0.27
H -1.684646 -4.321336 0.670619 -0.46 0.16 0.13 0.31
O -1.096052 -4.068595 -0.054413 0.02 -0.06 0.03 -0.54
H -1.311029 3.135014 -0.320808 -0.70 -0.19 -0.14 0.37
H -2.271870 4.402479 0.097399 0.27 -0.55 -0.42 0.25
O -1.471583 3.893083 0.276775 0.21 0.90 0.65 -0.73
H 1.773250 1.809159 2.139702 0.65 -0.29 0.09 0.54
H 1.288507 2.438581 0.826445 0.16 0.06 0.20 0.65
O 1.414418 2.686070 1.803571 -0.99 -0.55 -0.65 -0.62
H -3.336884 1.913471 -3.778269 0.40 -0.16 0.38 0.26
H -2.418229 1.581080 -2.523573 0.02 0.08 -0.08 0.33
O -2.532967 1.454849 -3.485074 -0.43 0.60 -0.48 -0.58
```
Forces are in eV/Å.

Properties
**Energy relative to the best compared isomer or geometry (same formula, charge and spin)**: 53.6 kJ/mol
**Multiplicity**: 2
**Frontier orbital gap (spin up / spin down)**: 0.09020 / 0.33459 hartree
**Charge**: 0
**E_HOMO (spin up / spin down)**: -2.4 / -9.1 eV
**Electronic energy**: -1716.2091 Eh
**⟨S²⟩**: 0.75

---

A cluster of 2 separate species, C19H39BN2O7P2 in total in a non-equilibrium geometry, computed with ωB97M-V/def2-TZVPD.

```
70
Properties=species:S:1:pos:R:3:forces:R:3:mulliken_charge:R:1
C 6.796953 2.463472 1.209167 -0.15 0.12 -0.10 -0.70
O 6.362700 1.463925 0.290861 -0.04 -0.03 0.11 -0.45
B 6.343874 0.154312 0.648522 -0.14 0.01 -0.10 0.44
O 6.633335 -0.234375 1.950094 0.39 0.16 -0.19 -0.50
C 5.985568 -0.872715 -0.514946 -0.22 -0.94 0.07 1.72
C 7.075863 -0.789262 -1.602802 0.18 0.33 0.36 -1.93
N 5.936250 -2.240681 0.039513 0.21 0.04 -0.06 -0.69
C 4.596446 -0.543789 -1.144009 0.32 0.32 -0.16 -0.96
O 4.547332 -0.791518 -2.541333 0.17 -0.01 0.00 -0.68
O 3.617465 -1.331265 -0.542095 0.08 0.06 -0.25 -0.39
C 2.311651 -1.141387 -1.068950 -0.40 0.08 0.43 -0.21
C 1.469891 -2.259898 -0.456709 0.13 -0.11 -0.28 -0.40
C 0.113599 -2.534104 -1.137466 -0.02 0.41 0.02 -1.42
C -1.163016 -2.419859 -0.280810 -0.22 -0.15 -0.02 0.47
C -0.976818 -3.002097 1.123837 0.24 0.29 0.04 -1.77
C -1.826651 -1.028916 -0.210255 0.00 -0.13 0.05 0.46
C -3.348483 -1.176440 -0.261746 -0.41 0.26 -1.14 -0.84
C -4.141096 0.024989 0.203008 0.08 0.33 -0.27 -0.69
C -3.676051 1.306404 0.311594 -0.03 -0.15 -0.12 0.95
C -3.617179 2.036036 1.635087 -1.81 0.39 -0.32 -1.62
C -3.237984 2.068199 -0.911821 0.92 -0.50 0.12 -0.89
P 1.783633 0.581129 -0.539238 0.41 0.42 0.55 -0.10
P 0.991989 1.426118 -2.351309 0.51 0.19 -0.31 0.96
O 2.138281 1.931785 -3.112803 0.00 -0.19 -0.04 -0.70
O -0.064092 2.544881 -1.882690 -0.34 -0.41 -0.11 -0.49
O 0.149082 0.383419 -3.253028 -0.43 0.30 0.09 -0.57
H 6.337696 2.330109 2.187069 0.07 -0.06 0.03 0.30
H 6.494105 3.426895 0.805348 0.02 0.00 -0.03 0.25
H 7.883434 2.442323 1.298200 0.00 0.00 0.08 0.28
H 7.532148 -0.551969 2.085212 -0.21 -0.09 0.13 0.31
H 7.052228 0.156984 -2.146225 0.01 -0.04 -0.07 0.36
H 6.991453 -1.629018 -2.290387 -0.12 0.10 -0.12 0.37
H 8.056947 -0.860431 -1.121926 0.02 0.01 -0.05 0.46
H 6.770487 -2.427320 0.583166 -0.03 0.03 0.05 0.27
H 5.939240 -2.914104 -0.720291 -0.11 -0.01 0.01 0.27
H 4.393162 0.522573 -0.972960 -0.11 -0.01 -0.14 0.57
H 4.805091 0.015915 -3.003597 -0.20 -0.12 0.04 0.34
H 2.310488 -1.204114 -2.157523 0.08 -0.01 -0.01 0.60
H 1.379217 -2.081214 0.614854 -0.01 -0.05 0.01 0.44
H 2.098780 -3.143548 -0.581882 0.01 -0.03 0.23 0.27
H 0.132929 -3.547163 -1.541670 0.06 -0.02 0.03 0.49
H 0.014872 -1.875404 -2.005414 -0.05 -0.03 -0.02 0.38
H -1.907052 -3.046560 -0.786557 0.13 -0.09 -0.07 0.49
H -0.490285 -2.267351 1.771148 -0.01 -0.01 0.02 0.41
H -1.927313 -3.254296 1.593898 0.00 -0.10 -0.04 0.40
H -0.320207 -3.873232 1.112980 -0.21 -0.17 -0.01 0.42
H -1.565449 -0.528463 0.726779 0.09 0.08 -0.06 0.24
H -1.467023 -0.391670 -1.022119 -0.02 0.01 -0.01 -0.44
H -3.638395 -1.567881 -1.247710 0.02 -0.02 0.01 0.36
H -3.632730 -1.964348 0.443174 -0.01 0.01 0.00 0.35
H -5.181606 -0.166788 0.471890 0.52 -0.54 1.66 0.29
H -4.375968 2.823381 1.757802 0.21 0.19 -0.03 0.40
H -3.768216 1.336837 2.452913 0.20 0.00 0.06 0.30
H -2.636986 2.507343 1.703512 0.05 -0.08 0.07 0.46
H -4.152701 2.409746 -1.401157 -0.01 0.11 0.06 0.24
H -2.616443 2.938980 -0.700849 0.16 -0.09 -0.04 0.37
H -2.756498 1.401950 -1.637699 0.08 0.11 0.01 0.10
H 0.698607 0.356386 0.331632 -0.35 -0.23 -0.41 -0.01
H -0.741305 2.708610 -2.555263 0.12 0.26 0.13 0.34
H -0.809886 0.464657 -3.161170 0.13 -0.25 0.07 0.32
N -7.248829 1.498909 1.686756 0.04 0.02 -0.04 0.08
C -8.530868 1.675674 1.243743 0.01 -0.02 0.01 -0.54
C -9.355625 1.671874 2.336672 0.00 0.00 0.01 -0.46
C -8.536654 1.487719 3.484433 -0.01 0.00 0.00 -0.59
C -7.242262 1.385609 3.049721 0.01 -0.01 -0.02 -0.24
H -6.434177 1.458482 1.100650 0.01 0.03 0.01 0.23
H -8.746561 1.788254 0.195182 -0.01 0.00 0.00 0.36
H -10.426155 1.788296 2.317226 0.00 0.00 0.00 0.39
H -8.861554 1.436467 4.509995 0.00 0.00 0.00 0.39
H -6.322681 1.242536 3.590767 -0.01 -0.01 0.01 0.33
```
Forces are in eV/Å.

Properties
**Multiplicity**: 1
**SMILES**: COB(O)[C@@](C)(N)[C@@H](O)O[C@@H](CC[C@@H](C)CCC=C(C)C)PP(=O)(O)O.c1cc[nH]c1
**Frontier orbital gap**: 0.29508 hartree
**Charge**: 0
**E_HOMO**: -7.9 eV
**Electronic energy**: -2091.1624 Eh

---

An isolated molecule of C4H5NO in a non-equilibrium geometry, computed with ωB97M-V/def2-TZVPD.

```
11
Properties=species:S:1:pos:R:3:forces:R:3:mulliken_charge:R:1
C -0.095821 -1.182151 -0.701567 0.07 0.02 0.06 -1.03
C 0.458594 -0.557907 0.564296 0.08 0.04 0.22 0.53
O 1.180026 -1.131129 1.342186 -0.40 0.41 -0.32 -0.52
C 0.042854 0.940289 0.853435 0.10 -0.15 -0.05 -0.37
C -0.322853 1.581283 -0.407477 -0.18 0.24 -0.97 0.35
N -0.574723 1.874528 -1.497069 0.15 0.19 1.08 -0.46
H 0.557777 -1.963487 -1.091968 -0.01 0.04 0.31 0.32
H -0.245162 -0.421842 -1.464439 -0.01 -0.26 -0.02 0.37
H -1.075002 -1.620279 -0.479224 0.09 0.03 0.04 0.27
H 0.877890 1.469819 1.327940 -0.09 -0.25 -0.14 0.30
H -0.803580 1.010876 1.553888 0.21 -0.31 -0.20 0.25
```
Forces are in eV/Å.

Properties
**Energy relative to the best compared isomer or geometry (same formula, charge and spin)**: 55.3 kJ/mol
**Multiplicity**: 1
**SMILES**: CC(=O)CC#N
**Frontier orbital gap**: 0.40422 hartree
**Charge**: 0
**E_HOMO**: -10.3 eV
**Electronic energy**: -285.3935 Eh